Entry 1:
13
Properties=species:S:1:pos:R:3:forces:R:3 method="wB97M-V/def2-TZVPD" homo_ev=-6.65 relative_energy_ev=6.354 homo_lumo_gap_ha=0.26371 charge=0 lumo_energy_ev=0.53
C -0.7232 0.5472 -0.2536 0.255 -1.934 3.395
C 1.0743 -0.7208 -0.4044 -0.504 0.336 0.043
C -2.1325 0.5140 0.2016 0.772 1.251 0.157
C 1.9762 -1.2128 0.7280 0.410 1.257 -0.693
N -0.2068 1.0755 -1.2560 1.811 0.495 -0.892
S 1.4937 0.7731 -1.2595 0.616 -0.340 -0.117
H -2.0764 0.6256 1.3136 -0.385 -0.172 -0.879
H -2.7317 1.3831 -0.2203 0.130 -1.423 0.213
H -2.3950 -0.5187 -0.0294 -0.888 0.181 -0.056
H 1.4256 -0.7428 1.5333 0.359 0.254 0.749
H 1.7978 -2.2456 0.8553 -0.051 -1.291 0.001
H 3.0981 -1.0265 0.8013 -1.483 0.268 -0.283
H -0.6001 1.5486 -2.0098 -1.042 1.115 -1.636



Entry 2:
13
Properties=species:S:1:pos:R:3:forces:R:3 method="wB97M-V/def2-TZVPD" homo_ev="-7.84 / -7.95" relative_energy_ev=5.047 homo_lumo_gap_ha="0.28219 / 0.24915" charge=0 lumo_energy_ev="-0.16 / -1.17"
C 0.8700 -0.7433 -0.6061 -1.605 1.516 -0.367
C 0.0558 0.3034 -0.5748 -0.215 -0.510 0.589
C -0.8222 0.2989 1.7046 0.706 -1.121 -0.275
C -0.9588 0.8909 0.2678 -0.859 3.322 0.478
N 1.3731 -0.9533 -1.8633 4.427 -1.898 -3.504
S 1.4209 0.2452 -3.0725 -0.271 -1.104 1.135
H 1.0073 -1.4868 0.1529 0.217 -0.297 0.329
H -1.6800 0.5975 2.3969 1.459 -0.409 -0.830
H 0.2625 0.5086 2.1009 -2.318 -0.160 -0.433
H -0.8425 -0.8343 1.4722 -0.222 1.575 1.031
H -0.8403 2.1049 0.2638 -0.104 -2.743 0.164
H -2.0112 0.7822 -0.1682 1.383 -0.244 0.580
H 2.1655 -1.7138 -2.0742 -2.596 2.071 1.103



Entry 3:
13
Properties=species:S:1:pos:R:3:forces:R:3 method="wB97M-V/def2-TZVPD" homo_ev=-7.85 relative_energy_ev=2.919 homo_lumo_gap_ha=0.31756 charge=0 lumo_energy_ev=0.79
C -0.0693 -0.5936 -0.3529 0.983 1.521 0.893
C -1.0339 0.3272 -0.0865 2.686 -0.165 -0.641
C -2.4655 0.2402 0.0148 -0.463 0.108 0.412
C 2.4132 -0.0983 0.1329 0.953 0.761 -1.398
N 1.1035 0.1859 -0.3954 -1.109 2.647 -1.477
S 0.1709 1.6416 -0.0090 0.201 -0.788 -0.217
H 0.0872 -1.6310 -0.3504 -0.648 -1.431 -0.289
H -2.6823 0.1573 1.0707 -0.646 0.057 0.327
H -3.0050 1.0981 -0.4055 0.005 -0.497 -0.126
H -2.6491 -0.7213 -0.4465 -0.966 -0.018 -0.249
H 3.2257 -0.4338 -0.6283 -1.557 0.788 0.971
H 2.8045 0.7261 0.7645 -0.307 -0.594 -0.421
H 2.1003 -0.8985 0.6915 0.868 -2.389 2.216